The following is a quantum chemistry calculation of C43H111BeN8O13 as an isolated structure, from the Open Molecules 2025 dataset.

```
176
Properties=species:S:1:pos:R:3
Be -1.42 2.21 3.65
C -1.77 0.15 -0.43
C -0.53 0.64 0.30
C 0.43 1.50 -0.62
O -0.85 1.30 1.47
H -1.53 -0.24 -1.42
H -2.38 1.05 -0.56
H -2.26 -0.60 0.21
H 0.13 -0.23 0.44
H 0.95 0.85 -1.33
H 1.15 2.01 0.01
H -0.12 2.28 -1.15
C 1.36 -4.03 7.48
O 1.13 -3.86 6.06
C -0.17 -4.30 5.64
C -0.27 -3.94 4.16
N -1.56 -4.16 3.56
C -2.47 -3.09 3.98
C -3.84 -2.96 3.28
O -3.68 -2.42 1.99
C -4.87 -2.15 1.26
H 0.92 -3.20 8.04
H 2.42 -4.13 7.68
H 0.95 -5.01 7.71
H -0.88 -3.61 6.12
H -0.33 -5.36 5.81
H 0.40 -4.71 3.77
H 0.20 -2.97 3.97
H -1.48 -4.27 2.56
H -2.12 -2.05 3.96
H -2.60 -3.18 5.06
H -4.40 -2.23 3.87
H -4.39 -3.91 3.26
H -4.63 -1.36 0.55
H -5.67 -1.89 1.96
H -5.27 -2.96 0.65
C -1.08 -3.11 -0.14
O 0.07 -3.16 0.63
C 1.32 -3.37 -0.07
C 2.41 -3.09 0.98
N 2.26 -4.06 2.04
C 3.31 -4.14 3.06
C 4.76 -4.48 2.68
O 5.58 -4.70 3.80
C 5.21 -5.87 4.53
H -1.08 -2.55 -1.08
H -1.79 -2.53 0.46
H -1.68 -4.03 -0.22
H 1.43 -2.58 -0.82
H 1.15 -4.32 -0.58
H 2.23 -2.04 1.25
H 3.36 -3.20 0.45
H 1.43 -3.72 2.49
H 3.05 -4.76 3.91
H 3.37 -3.12 3.47
H 5.27 -3.68 2.14
H 4.85 -5.34 2.00
H 4.35 -5.81 5.19
H 6.01 -6.12 5.22
H 5.01 -6.65 3.79
C -3.33 0.03 5.67
O -2.11 0.10 4.92
C -0.95 -0.51 5.54
C 0.22 -0.34 4.61
N 0.57 1.09 4.54
C 1.59 1.26 3.52
C 2.12 2.66 3.60
O 0.97 3.56 3.53
C 1.39 4.92 3.50
H -3.72 -0.99 5.63
H -4.05 0.76 5.34
H -3.24 0.10 6.76
H -1.25 -1.56 5.61
H -0.88 -0.25 6.60
H -0.09 -0.75 3.65
H 1.09 -0.97 4.83
H 0.97 1.34 5.44
H 1.34 1.08 2.47
H 2.48 0.68 3.80
H 2.60 2.88 2.64
H 2.79 2.87 4.43
H 0.51 5.55 3.60
H 1.83 5.13 2.52
H 2.11 5.09 4.31
C 3.10 1.83 -7.85
O 2.65 0.53 -7.51
C 1.46 0.44 -6.78
C 0.75 -0.94 -7.05
N 1.27 -2.10 -6.35
C 1.09 -2.14 -4.89
C -0.24 -1.63 -4.28
O -1.47 -2.10 -4.79
C -1.59 -3.50 -5.01
H 3.01 2.53 -7.01
H 2.48 2.12 -8.69
H 4.14 1.67 -8.13
H 0.76 1.28 -6.90
H 1.64 0.70 -5.72
H 0.98 -1.19 -8.09
H -0.31 -0.70 -6.98
H 2.24 -2.26 -6.54
H 1.90 -1.63 -4.35
H 1.28 -3.18 -4.62
H -0.21 -0.54 -4.23
H -0.21 -1.77 -3.20
H -1.72 -4.07 -4.09
H -0.91 -3.88 -5.78
H -2.59 -3.51 -5.47
C -2.59 4.79 0.06
C -2.81 4.30 1.48
C -3.64 3.01 1.54
O -3.64 2.18 2.70
C -4.25 0.90 2.45
N -1.53 4.26 2.14
H -2.08 3.98 -0.48
H -2.04 5.69 -0.21
H -3.56 4.84 -0.43
H -3.38 5.07 2.02
H -3.15 2.44 0.74
H -4.64 3.22 1.17
H -4.85 0.92 1.53
H -4.83 0.74 3.35
H -3.53 0.12 2.18
H -0.89 3.95 1.40
H -1.14 5.18 2.33
C 0.00 3.80 -4.53
C -1.12 4.60 -3.82
C -0.78 6.08 -3.62
O 0.00 6.30 -2.42
C 0.05 7.69 -2.06
N -2.40 4.32 -4.44
H 0.05 4.00 -5.60
H -0.18 2.74 -4.34
H 0.97 4.01 -4.08
H -1.30 4.21 -2.81
H -1.68 6.71 -3.61
H -0.27 6.56 -4.47
H -0.89 7.99 -1.59
H 0.29 8.31 -2.93
H 0.91 7.88 -1.42
H -3.12 4.69 -3.82
H -2.51 3.32 -4.37
C 4.24 1.35 0.54
C 5.68 1.41 1.07
C 5.94 0.18 1.93
O 5.04 0.18 3.05
C 5.36 -0.77 4.05
N 6.55 1.53 -0.14
H 4.02 0.42 0.01
H 3.95 2.18 -0.09
H 3.61 1.43 1.43
H 5.90 2.39 1.49
H 6.97 0.15 2.30
H 5.71 -0.70 1.32
H 5.88 -0.13 4.78
H 5.95 -1.64 3.76
H 4.50 -1.12 4.63
H 6.33 2.46 -0.47
H 6.32 0.87 -0.87
C -4.56 0.27 -7.82
C -3.18 0.13 -7.25
C -3.11 0.51 -5.72
O -4.13 -0.19 -4.99
C -3.78 -0.25 -3.60
N -2.80 -1.24 -7.55
H -5.31 -0.45 -7.50
H -4.50 0.38 -8.91
H -5.05 1.20 -7.51
H -2.42 0.69 -7.79
H -3.30 1.58 -5.61
H -2.10 0.19 -5.47
H -3.20 -1.16 -3.41
H -4.78 -0.35 -3.18
H -3.27 0.59 -3.13
H -3.63 -1.79 -7.42
H -2.11 -1.59 -6.90
```

As for the max |F|: 0.07440 Eh/bohr. As for the energy above the lowest of the compared OMol25 structures with the same formula, charge and spin: 1.7115 eV. As for the net charge: +1. As for the HOMO-LUMO gap: 5.687 eV.

Löwdin atomic charge list, values in e, 6 entries: number 1, Be, carries 0.99; number 2, C, carries -0.06; number 3, C, carries -0.58; number 4, C, carries -0.04; number 5, O, carries -0.29; number 6, H, carries 0.06